Computed, not measured: a gas-phase ion, C8H9N2OS (charge +1) at a distorted geometry, with ωB97M-V/def2-TZVPD.

Each line ends with the Löwdin charge.
Positions of all 21 atoms, in Å:
C (0.62, 0.05, 2.72)  -0.0197
C (1.70, -0.58, 2.11)  -0.0240
C (-0.47, 0.44, 1.96)  0.0098
C (1.66, -0.83, 0.75)  -0.0501
C (-0.53, 0.19, 0.58)  -0.2426
C (0.58, -0.43, -0.02)  -0.2695
C (-2.58, -0.26, -0.67)  -0.3375
C (0.51, 0.75, -2.65)  -0.1250
N (-2.53, -1.30, -1.30)  0.2162
N (-1.66, 0.63, -0.12)  0.0524
O (1.96, -1.38, -2.04)  -0.3199
S (0.64, -0.87, -1.79)  1.1039
H (0.62, 0.23, 3.78)  0.1266
H (2.55, -0.89, 2.69)  0.1252
H (-1.31, 0.90, 2.44)  0.1290
H (2.49, -1.31, 0.25)  0.1179
H (-3.62, 0.10, -0.51)  0.1502
H (-0.02, 1.46, -2.03)  0.0608
H (1.52, 1.08, -2.88)  0.0795
H (-0.04, 0.59, -3.58)  0.0701
H (-2.10, 1.43, 0.33)  0.1468

Charge   +1
Relative energy (zero: lowest compared OMol25 entry of this formula, charge and spin)   311.4 kJ/mol
Energy   -892.773882 a.u.
HOMO level (alpha / beta)   -13.4 / -13.3 eV
Spin multiplicity   1

***

Computed, not measured: a molecular structure, C8H9N2OS at a distorted geometry, with ωB97M-V/def2-TZVPD.

Each line ends with the Löwdin charge.
Positions of all 21 atoms, in Å:
C (-1.71, -0.20, 0.00)  -0.0860
C (2.53, 2.94, -0.83)  -0.1441
C (-0.75, 0.48, 0.73)  -0.0643
C (3.79, 2.46, -0.59)  -0.0946
C (-1.55, -1.57, -0.11)  -0.5080
C (2.36, 1.32, 0.35)  -0.1952
C (-2.47, -2.59, -0.63)  -0.0658
C (1.45, 0.13, 1.72)  0.0498
N (1.61, 2.19, -0.22)  0.1115
N (0.28, -0.37, 0.98)  -0.4349
O (3.70, 1.35, 0.16)  0.0902
S (-0.01, -1.95, 0.55)  1.2179
H (-2.55, 0.34, -0.39)  0.1287
H (2.22, 3.87, -1.40)  0.1473
H (-0.86, 1.53, 1.05)  0.1640
H (4.80, 2.83, -0.84)  0.1441
H (-3.01, -2.24, -1.60)  0.1438
H (-2.16, -3.58, -0.66)  0.0515
H (-3.34, -2.46, 0.17)  0.1549
H (1.85, -0.79, 2.15)  0.0944
H (1.16, 0.86, 2.43)  0.0949

Charge   +1
Relative energy (zero: lowest compared OMol25 entry of this formula, charge and spin)   220.2 kJ/mol
Energy   -892.808598 a.u.
HOMO level   -12.5 eV
Spin multiplicity   1

***

Computed, not measured: a gas-phase ion, C8H9N2S2 (charge -1) at a distorted geometry, with ωB97M-V/def2-TZVPD.

Each line ends with the Löwdin charge.
Positions of all 21 atoms, in Å:
C (0.81, 0.44, -0.63)  -0.0749
C (0.35, -0.53, 0.46)  -0.3700
C (1.30, -1.75, 0.51)  -0.1003
C (-1.07, -0.88, 0.15)  -0.3275
N (-1.56, -2.11, 0.03)  -0.3437
S (-3.14, -2.34, -0.06)  0.9510
C (-3.37, -0.68, 0.02)  -0.4047
C (-2.14, 0.01, -0.09)  -0.2685
C (-2.42, 1.43, -0.16)  -0.0941
C (-3.80, 1.64, -0.25)  -0.2612
N (-4.53, 0.56, -0.07)  -0.6486
S (-6.14, 0.33, 0.14)  0.2135
H (1.32, 0.05, -1.55)  0.0907
H (1.62, 1.05, -0.12)  0.0962
H (-0.07, 0.91, -1.03)  0.0405
H (0.47, -0.11, 1.44)  0.1278
H (1.25, -2.42, -0.30)  0.0392
H (0.99, -2.44, 1.41)  0.1087
H (2.32, -1.31, 0.53)  0.0769
H (-1.84, 2.29, -0.48)  0.0631
H (-4.23, 2.60, -0.16)  0.0860

Charge   -1
Relative energy (zero: lowest compared OMol25 entry of this formula, charge and spin)   0.0 kJ/mol
Energy   -1216.070399 a.u.
SMILES   CC(C)c1nsc2c1ccn2[S-]
HOMO level   -2.4 eV
Spin multiplicity   1

***

Computed, not measured: a molecular structure, C8H9N2S3 at a distorted geometry, with ωB97M-V/def2-TZVPD.

Each line ends with the Löwdin charge.
Positions of all 22 atoms, in Å:
C (2.91, -0.14, -1.32)  -0.0588
C (2.00, -1.22, -1.44)  -0.0536
C (2.56, 0.99, -0.67)  -0.0610
C (0.71, -1.15, -0.95)  -0.0382
C (1.30, 1.04, -0.04)  -0.0659
C (0.36, 0.01, -0.27)  -0.2158
C (-3.32, -0.49, -0.02)  -1.2392
C (-1.12, 0.30, 0.24)  -0.6406
N (-1.98, -0.72, 0.13)  -0.0677
N (-0.73, 0.59, 2.07)  0.2149
S (-4.47, -1.62, -0.21)  0.7260
S (-3.72, 1.21, -0.15)  0.6831
S (-1.75, 1.87, -0.23)  0.7326
H (4.00, -0.34, -1.57)  0.1463
H (2.37, -2.18, -1.73)  0.1082
H (3.37, 1.68, -0.40)  0.1312
H (-0.02, -2.12, -1.02)  0.1725
H (1.10, 1.90, 0.54)  0.0947
H (-1.48, -1.67, 0.27)  0.1941
H (0.26, 0.63, 2.05)  0.0906
H (-1.20, -0.05, 2.66)  0.1111
H (-1.13, 1.46, 2.07)  0.0357

Charge   +1
Relative energy (zero: lowest compared OMol25 entry of this formula, charge and spin)   0.0 kJ/mol
Energy   -1614.024932 a.u.
HOMO level   -12.4 eV
Spin multiplicity   1

***

Computed, not measured: C8H9N3 in the gas phase at a distorted geometry, with ωB97M-V/def2-TZVPD.

Each line ends with the Löwdin charge.
Positions of all 20 atoms, in Å:
C (1.98, -0.32, -0.30)  -0.2114
C (1.03, -0.10, 0.91)  -0.1419
C (-0.43, 0.01, 0.37)  -0.2284
C (-1.10, -1.20, 0.08)  -0.0500
C (-2.46, -1.11, -0.24)  -0.0835
C (-3.13, 0.12, -0.40)  -0.0850
C (-2.44, 1.27, -0.12)  -0.1143
C (-1.13, 1.22, 0.27)  -0.0697
H (2.31, 0.61, -0.88)  0.1195
H (1.57, -1.01, -1.08)  0.1151
H (1.07, -0.89, 1.59)  0.0822
H (1.37, 0.76, 1.56)  0.1296
H (-0.50, -2.13, -0.18)  0.1367
H (-3.00, -1.98, -0.56)  0.0912
H (-4.07, 0.22, -0.89)  0.0887
H (-2.92, 2.25, -0.15)  0.1071
H (-0.60, 2.21, 0.45)  0.1324
N (5.02, 0.71, -0.51)  0.2114
N (4.12, 0.09, -0.21)  -0.2570
N (3.29, -0.72, 0.29)  0.0274

Relative energy (zero: lowest compared OMol25 entry of this formula, charge and spin)   269.4 kJ/mol
Energy   -474.412328 a.u.
HOMO level   -9.1 eV
Spin multiplicity   1

***

Computed, not measured: C8H9N3 in the gas phase at a distorted geometry, with ωB97M-V/def2-TZVPD.

Each line ends with the Löwdin charge.
Positions of all 20 atoms, in Å:
C (0.57, -2.54, -1.44)  -0.1142
C (-0.76, -2.39, -1.12)  -0.1039
C (1.63, -1.65, -1.05)  -0.0232
C (-1.18, -1.29, -0.28)  -0.0414
C (1.23, -0.52, -0.34)  -0.1464
C (-0.22, -0.39, 0.07)  -0.1821
C (1.14, 2.62, 1.16)  0.0380
C (-1.51, 1.44, 1.03)  0.0047
N (1.87, 0.68, 0.11)  0.1080
N (-0.21, 0.78, 0.75)  -0.0734
N (0.98, 1.40, 0.69)  -0.2457
H (0.79, -3.27, -2.15)  0.0710
H (-1.59, -3.05, -1.46)  0.1100
H (2.60, -1.62, -1.57)  0.1094
H (-2.22, -1.17, 0.09)  0.1004
H (0.35, 3.08, 1.66)  0.0249
H (2.13, 2.99, 0.95)  0.0699
H (-1.65, 2.09, 1.92)  0.0905
H (-1.61, 2.14, 0.17)  0.1021
H (-2.33, 0.65, 0.80)  0.1015

Relative energy (zero: lowest compared OMol25 entry of this formula, charge and spin)   360.8 kJ/mol
Energy   -474.377520 a.u.
HOMO level (alpha / beta)   -7.0 / -7.0 eV
Spin multiplicity   1

***

Computed, not measured: 2 unconnected molecules or ions with the total composition C8H9N3O at a distorted geometry, with ωB97M-V/def2-TZVPD.

Each line ends with the Löwdin charge.
Positions of all 21 atoms, in Å:
C (-4.33, 0.90, -0.62)  0.0265
C (1.93, -1.93, -0.71)  -0.1542
C (2.15, 0.46, -0.66)  0.1771
C (-3.02, 1.18, -0.41)  0.0879
C (-4.71, -0.35, -0.33)  -0.0583
C (-0.66, 1.29, 0.34)  -0.1063
C (3.10, -2.50, -0.54)  0.1232
C (0.15, 0.74, 1.23)  -0.0494
N (1.93, -0.61, -1.13)  0.1383
N (-1.92, 1.20, -0.01)  0.2233
N (1.56, 1.03, 1.29)  0.0989
O (-5.15, -1.31, 0.02)  0.3825
H (-5.05, 1.63, -1.05)  0.1764
H (0.94, -2.32, -0.73)  0.1171
H (2.13, 1.52, -0.87)  0.1389
H (-0.17, 1.99, -0.29)  0.1309
H (3.37, -3.48, -0.20)  0.0933
H (3.94, -1.89, -0.50)  0.0699
H (-0.19, 0.01, 1.97)  0.1477
H (2.07, 0.48, 1.90)  0.1051
H (1.93, 1.95, 1.28)  0.1309

Charge   +2
Relative energy (zero: lowest compared OMol25 entry of this formula, charge and spin)   139.3 kJ/mol
Energy   -548.918005 a.u.
HOMO level   -16.7 eV
Spin multiplicity   1

***

Computed, not measured: 3 unconnected molecules or ions with the total composition C8H9N3O2 at a distorted geometry, with ωB97M-V/def2-TZVPD.

Each line ends with the Löwdin charge.
Positions of all 22 atoms, in Å:
C (-2.59, -0.65, 0.80)  -0.0590
C (-1.36, -0.63, 1.46)  -0.0865
C (-2.59, -0.46, -0.59)  -0.0762
C (-0.18, -0.50, 0.76)  -0.0526
C (-1.44, -0.37, -1.31)  -0.0467
C (-0.21, -0.40, -0.63)  -0.2571
C (0.99, -0.27, -1.30)  0.0382
C (0.78, -3.16, -1.74)  -0.4450
N (1.80, -3.22, -1.13)  0.2138
N (2.15, 0.04, -1.43)  -0.0441
N (1.33, 4.81, 2.03)  -0.0179
O (3.30, 0.31, -1.69)  0.0672
O (-0.24, -2.94, -2.21)  0.1668
H (-3.51, -0.82, 1.26)  0.0785
H (-1.36, -0.85, 2.57)  0.1266
H (-3.36, -0.53, -1.20)  0.0585
H (0.69, -0.55, 1.37)  0.1087
H (-1.61, -0.13, -2.33)  0.1104
H (2.70, -3.68, -1.02)  0.0989
H (1.08, 4.18, 2.83)  0.0224
H (1.99, 5.53, 2.31)  -0.0052
H (1.63, 4.30, 1.20)  0.0004

⟨S²⟩   2.0290
Energy   -624.751579 a.u.
HOMO level (alpha / beta)   -5.4 / -9.5 eV
Spin multiplicity   3

***

Computed, not measured: a molecular structure, C8H9N3OS at a distorted geometry, with ωB97M-V/def2-TZVPD.

Each line ends with the Löwdin charge.
Positions of all 22 atoms, in Å:
C (-3.54, -0.26, 0.32)  -0.8574
C (-0.50, 1.15, -1.00)  -0.1524
C (0.74, 0.36, -0.64)  -0.1573
C (1.22, -0.90, -1.16)  -0.0605
C (2.42, -1.51, -0.69)  -0.1173
C (3.19, -0.83, 0.34)  -0.0593
C (2.66, 0.46, 0.81)  -0.0233
C (1.57, 1.11, 0.25)  -0.3684
H (-4.49, -0.97, 2.19)  0.0310
H (-2.68, -0.97, 2.05)  0.1183
H (-1.52, -0.78, 0.39)  0.1547
H (-0.02, 2.15, -1.34)  0.1177
H (0.67, -1.52, -1.97)  0.1339
H (2.77, -2.51, -1.32)  0.1457
H (4.14, -1.25, 0.76)  0.1027
H (3.43, 1.04, 1.35)  0.1139
H (0.85, 2.92, -0.48)  0.2560
N (-3.70, -0.80, 1.70)  0.0493
N (-2.18, -0.51, -0.57)  -0.0485
N (-1.68, 0.79, -0.99)  -0.0178
O (1.27, 2.39, 0.57)  -0.0331
S (-4.62, 0.45, -0.58)  0.6721

Relative energy (zero: lowest compared OMol25 entry of this formula, charge and spin)   643.8 kJ/mol
Energy   -947.706101 a.u.
HOMO level   -8.5 eV
Spin multiplicity   1

***

Computed, not measured: C8H9N3S in the gas phase at a distorted geometry, with ωB97M-V/def2-TZVPD.

Each line ends with the Löwdin charge.
Positions of all 21 atoms, in Å:
C (2.11, 1.37, -0.22)  -0.0681
C (3.04, 0.23, -0.25)  -0.0882
C (0.77, 1.25, -0.06)  -0.0511
C (2.54, -1.01, -0.09)  -0.0298
C (0.14, -0.04, -0.08)  -0.2066
C (1.10, -1.13, 0.08)  -0.1965
C (-0.60, -2.62, 0.79)  0.0403
C (-1.20, -0.15, 0.16)  -0.6232
N (0.47, -2.24, 0.46)  0.0398
N (-2.71, 1.78, -0.16)  -0.0158
N (-1.90, 0.95, 0.68)  -0.1661
S (-2.24, -1.20, -0.87)  0.7740
H (2.46, 2.41, -0.22)  0.1045
H (4.18, 0.30, -0.37)  0.1227
H (0.22, 2.08, -0.10)  0.0621
H (3.16, -1.84, -0.10)  0.0810
H (-1.35, -3.37, 0.62)  0.0523
H (-2.01, 1.87, -1.02)  0.1182
H (-3.59, 1.30, -0.40)  0.0526
H (-1.29, 1.55, 1.12)  0.0648
H (-3.29, -1.48, 0.04)  -0.0670

Relative energy (zero: lowest compared OMol25 entry of this formula, charge and spin)   533.0 kJ/mol
Energy   -872.497003 a.u.
HOMO level (alpha / beta)   -6.7 / -6.7 eV
Spin multiplicity   1

***

Computed, not measured: C8H9N3S in the gas phase at a distorted geometry, with ωB97M-V/def2-TZVPD.

Each line ends with the Löwdin charge.
Positions of all 21 atoms, in Å:
C (-2.25, -2.39, 0.01)  -0.3732
S (-2.76, -0.83, 0.85)  0.8291
N (-1.92, 0.34, -0.14)  -0.4256
C (-2.97, 1.43, -0.66)  -0.2271
N (-3.70, 2.22, -1.08)  0.1139
N (-0.89, 1.04, 0.53)  -0.0788
C (0.44, 0.65, 0.28)  -0.2201
C (1.41, 0.75, 1.30)  -0.0656
C (2.71, 0.76, 1.00)  -0.0661
C (3.09, 0.27, -0.33)  -0.0649
C (2.14, 0.08, -1.27)  -0.1314
C (0.85, 0.35, -1.06)  -0.0272
H (-2.84, -3.30, 0.29)  0.0485
H (-1.22, -2.72, 0.45)  0.0617
H (-2.18, -2.12, -1.00)  -0.0032
H (-1.29, 1.40, 1.45)  0.1553
H (1.06, 1.01, 2.31)  0.1146
H (3.53, 0.68, 1.70)  0.0997
H (4.09, 0.18, -0.50)  0.0662
H (2.48, -0.11, -2.24)  0.0959
H (0.22, 0.30, -1.90)  0.0983

Relative energy (zero: lowest compared OMol25 entry of this formula, charge and spin)   374.7 kJ/mol
Energy   -872.557319 a.u.
SMILES   CSN(C#N)Nc1ccccc1
HOMO level   -8.3 eV
Spin multiplicity   1

***

Computed, not measured: C8H9NO in the gas phase at a distorted geometry, with ωB97M-V/def2-TZVPD.

Each line ends with the Löwdin charge.
Positions of all 19 atoms, in Å:
C (-2.58, -1.19, -0.25)  -0.3067
C (-1.26, -1.49, -0.21)  0.0681
C (-0.17, -0.70, -0.03)  -0.2167
C (1.20, -1.27, -0.06)  -0.4092
C (-0.36, 0.76, -0.03)  -0.1542
C (1.25, -2.75, 0.18)  -0.0108
C (0.20, 1.54, -1.14)  -0.0105
C (-1.26, 1.37, 0.96)  -0.0153
N (-3.74, -1.07, -0.33)  0.1515
O (2.18, -0.58, -0.22)  0.0772
H (0.25, -3.16, 0.21)  0.0572
H (1.75, -2.94, 1.13)  0.0927
H (1.83, -3.22, -0.60)  0.0927
H (-0.21, 1.20, -2.09)  0.1154
H (1.28, 1.37, -1.19)  0.0954
H (-0.01, 2.60, -1.02)  0.0863
H (-1.06, 0.98, 1.96)  0.1065
H (-2.30, 1.14, 0.74)  0.0920
H (-1.15, 2.45, 0.95)  0.0882

Relative energy (zero: lowest compared OMol25 entry of this formula, charge and spin)   440.1 kJ/mol
Energy   -440.083714 a.u.
HOMO level (alpha / beta)   -8.1 / -8.8 eV
Spin multiplicity   1